Entry 1:
{
  "formula": "C28H36Cl2N3",
  "method": "the ωB97M-V functional and the def2-TZVPD basis",
  "e_homo_ev": -8.59,
  "charge": 1,
  "total_energy_ha": -2172.8621,
  "spin_multiplicity": 1,
  "species": ["C", "C", "C", "N", "N", "N", "C", "C", "C", "C", "C", "C", "C", "C", "C", "C", "H", "H", "H", "H", "H", "H", "H", "H", "H", "H", "H", "H", "H", "H", "H", "H", "H", "H", "H", "H", "H", "H", "H", "H", "H", "Cl", "C", "C", "C", "C", "C", "C", "C", "C", "C", "C", "C", "Cl", "C", "C", "C", "C", "H", "H", "H", "H", "H", "H", "H", "H", "H", "H", "H"],
  "positions_angstrom": [[3.4592, -0.3346, 3.3701], [2.9597, -0.1263, 1.9525], [3.4352, 1.1506, 1.2909], [1.5013, -0.0327, 1.9315], [0.9406, 1.1612, 1.9483], [-0.3933, 0.9177, 2.0274], [-1.2039, 2.1494, 2.1585], [-0.9006, 2.9950, 0.9386], [-0.7773, 2.8409, 3.4385], [-0.6701, -0.4076, 2.0669], [-2.1102, -0.9260, 2.1076], [-2.0997, -2.4539, 2.0296], [-2.8813, -0.3839, 0.8950], [-2.7831, -0.4895, 3.4172], [0.5846, -1.0730, 2.0400], [1.0359, -2.3805, 2.1063], [4.5495, -0.4526, 3.3828], [3.1948, 0.5369, 3.9838], [3.0104, -1.2306, 3.8136], [3.2230, -0.9980, 1.3514], [4.5257, 1.1861, 1.2642], [3.0598, 1.1978, 0.2646], [3.0525, 2.0242, 1.8263], [-2.2608, 1.8822, 2.1989], [-1.4694, 3.9310, 0.9766], [0.1706, 3.2241, 0.9097], [-1.1642, 2.4653, 0.0166], [-1.3404, 3.7722, 3.5694], [-0.9557, 2.2000, 4.3095], [0.2931, 3.0721, 3.3886], [-1.5581, -2.8792, 2.8838], [-3.1204, -2.8643, 2.0389], [-1.6145, -2.7745, 1.0993], [-2.9200, 0.7121, 0.8894], [-2.3945, -0.7196, -0.0298], [-3.9135, -0.7609, 0.9079], [-2.8234, 0.6035, 3.5086], [-3.8133, -0.8714, 3.4523], [-2.2286, -0.8920, 4.2751], [0.3201, -3.1844, 2.0082], [2.1084, -2.5600, 2.1267], [2.3421, -9.5953, 2.7289], [1.9944, -8.0551, 3.3872], [0.7556, -7.4418, 3.1288], [0.4806, -6.1931, 3.6751], [1.4378, -5.5052, 4.4743], [1.1522, -4.2066, 5.0141], [1.9657, -3.5421, 5.9313], [1.6961, -2.2738, 6.4424], [2.5599, -1.5630, 7.3414], [2.1547, -0.3245, 7.9145], [2.9854, 0.3811, 8.7767], [4.2571, -0.1322, 9.0910], [5.2952, 0.7333, 10.1394], [4.6841, -1.3548, 8.5493], [3.8494, -2.0564, 7.6858], [2.6847, -6.1525, 4.7085], [2.9545, -7.4112, 4.1836], [0.0288, -7.9558, 2.5037], [-0.4868, -5.7199, 3.4942], [0.2206, -3.7170, 4.7182], [2.8513, -4.0649, 6.2975], [0.7468, -1.8081, 6.1638], [1.1687, 0.0695, 7.6637], [2.6739, 1.3278, 9.2119], [5.6667, -1.7453, 8.8014], [4.2009, -2.9934, 7.2568], [3.4506, -5.6497, 5.2956], [3.9075, -7.8956, 4.3808]],
  "forces_ev_per_angstrom": [[0.057, 0.128, 0.368], [-0.230, 0.285, -0.305], [0.640, 0.191, -0.160], [-1.244, -0.302, 0.419], [-2.276, -0.208, 0.256], [2.759, -0.280, -0.034], [0.276, 0.131, -0.169], [-0.158, 0.368, -0.369], [-0.026, 0.212, 0.386], [-0.628, 0.099, 0.020], [0.345, 0.090, 0.036], [-0.033, -0.190, -0.035], [-0.068, 0.001, -0.136], [-0.096, -0.001, 0.087], [0.694, 0.258, -0.063], [-0.248, -0.629, 0.443], [-0.229, 0.051, -0.051], [0.087, -0.175, -0.059], [0.039, 0.128, -0.048], [-0.061, 0.064, -0.133], [-0.065, -0.011, 0.020], [0.094, 0.034, 0.121], [0.288, -0.163, -0.083], [0.369, -0.027, -0.041], [0.115, -0.173, -0.008], [-0.299, 0.033, -0.016], [0.023, 0.095, 0.130], [0.102, -0.192, -0.026], [0.015, 0.113, -0.103], [-0.296, 0.020, 0.049], [-0.129, 0.038, -0.187], [0.230, 0.276, 0.001], [-0.105, -0.045, 0.232], [-0.085, -0.360, -0.145], [-0.174, 0.113, 0.137], [0.253, 0.084, -0.020], [-0.054, -0.365, 0.123], [0.255, 0.090, 0.025], [-0.159, 0.107, -0.108], [0.496, -0.024, -0.030], [-0.446, -0.207, -0.167], [-0.015, -0.056, -0.041], [-0.246, 0.786, 0.314], [0.223, 0.109, 0.212], [0.336, 0.153, 0.121], [0.215, -0.668, -0.292], [-0.255, 0.375, -0.262], [0.133, 0.601, 0.465], [-0.069, -0.998, -0.316], [0.548, 0.447, 0.585], [0.214, -0.371, -0.192], [0.241, -0.263, -0.066], [-0.656, -0.398, -0.526], [0.037, 0.071, 0.065], [-0.345, -0.046, -0.225], [-0.180, 0.408, 0.149], [-0.364, -0.165, -0.256], [-0.209, 0.323, 0.056], [0.132, 0.138, 0.175], [0.269, -0.151, -0.015], [0.190, -0.226, 0.067], [-0.269, 0.274, -0.222], [0.289, 0.019, -0.024], [0.253, -0.054, 0.099], [0.031, -0.217, -0.113], [-0.192, 0.114, -0.039], [-0.001, 0.291, 0.176], [-0.140, -0.236, -0.171], [-0.199, 0.083, -0.081]]
}


Entry 2:
{
  "formula": "C14H37B3O7",
  "method": "the ωB97M-V functional and the def2-TZVPD basis",
  "e_homo_ev": -8.38,
  "charge": 0,
  "total_energy_ha": -1156.9564,
  "spin_multiplicity": 1,
  "species": ["C", "C", "B", "O", "B", "O", "B", "C", "C", "C", "C", "O", "H", "H", "H", "H", "H", "H", "H", "H", "H", "H", "H", "H", "H", "C", "C", "O", "H", "H", "H", "H", "H", "H", "C", "C", "O", "H", "H", "H", "H", "H", "H", "C", "C", "O", "H", "H", "H", "H", "H", "H", "C", "C", "O", "H", "H", "H", "H", "H", "H"],
  "positions_angstrom": [[2.9368, 1.5290, 0.6161], [2.8198, 2.7475, 1.2989], [1.4092, 3.5315, 1.2006], [1.1469, 4.4680, 0.1564], [-0.2413, 4.5397, -0.1743], [-1.2048, 4.3761, 0.8858], [-0.7967, 3.1290, 1.4915], [-1.6966, 1.8217, 1.2750], [-0.7717, 0.5689, 0.9354], [-1.3710, -0.2144, -0.2939], [-0.7023, -0.3240, 2.2497], [0.4421, 3.1789, 2.2068], [3.2072, 0.5953, 1.1579], [2.6996, 1.4903, -0.4780], [3.6855, 3.1154, 1.8994], [-0.6812, 4.6715, -1.2606], [-2.3285, 2.0252, 0.3623], [-2.3922, 1.5862, 2.1176], [0.2748, 0.8691, 0.6605], [-2.4083, -0.5638, -0.0808], [-0.6761, -1.0797, -0.4886], [-1.3130, 0.4480, -1.2009], [0.1511, -1.0402, 2.1188], [-0.4976, 0.2932, 3.1655], [-1.6910, -0.8273, 2.3734], [-2.6338, -3.0671, -3.1529], [-2.4634, -3.9412, -1.9247], [-2.8664, -3.2333, -0.7525], [-2.0418, -2.1541, -3.0571], [-2.3219, -3.5963, -4.0558], [-3.6776, -2.7607, -3.2690], [-1.4222, -4.2251, -1.8015], [-3.0617, -4.8539, -2.0089], [-3.7915, -2.9920, -0.8619], [0.2571, -8.3345, -0.5096], [0.5420, -7.0437, -1.2531], [-0.5910, -6.1805, -1.2097], [-0.6041, -8.8445, -0.9458], [1.1184, -9.0049, -0.5448], [0.0131, -8.1321, 0.5367], [0.7640, -7.2479, -2.3012], [1.3992, -6.5233, -0.8136], [-0.7793, -5.9936, -0.2835], [0.1269, 7.6360, -4.5886], [0.2058, 6.3153, -3.8471], [-1.0476, 6.0034, -3.2458], [-0.1585, 8.4400, -3.9074], [1.0864, 7.8858, -5.0462], [-0.6348, 7.5946, -5.3720], [0.9515, 6.3673, -3.0527], [0.4825, 5.5035, -4.5278], [-1.7022, 5.9483, -3.9489], [2.0144, -0.7479, 5.5380], [3.1964, -0.4569, 4.6335], [2.7795, -0.3906, 3.2738], [1.5412, -1.6911, 5.2571], [2.3266, -0.8078, 6.5829], [1.2543, 0.0322, 5.4434], [3.9431, -1.2478, 4.7143], [3.6687, 0.4930, 4.9047], [2.1262, 0.3163, 3.2033]],
  "forces_ev_per_angstrom": [[-0.260, 1.464, 0.659], [0.059, -0.814, -1.296], [1.298, 0.820, 0.049], [-1.904, -1.699, 0.542], [-0.280, 0.611, 1.770], [2.069, -1.958, -1.203], [-1.038, 1.261, 1.180], [0.610, 0.059, -0.953], [-0.905, -0.192, 0.806], [1.291, 0.170, 0.489], [0.555, 0.373, -0.968], [0.079, -0.090, -2.930], [1.279, 0.881, -0.877], [-1.156, -0.422, 1.287], [-1.309, -1.032, 0.967], [0.410, 0.260, -0.176], [0.415, -0.029, 1.006], [0.580, 0.193, -0.577], [-0.874, -0.060, 0.288], [0.845, 0.213, -0.333], [-0.998, 0.554, 0.087], [-0.360, -0.601, 0.795], [-0.983, 0.259, 0.359], [-0.178, -0.422, -0.871], [0.860, 0.139, -0.005], [0.005, 0.044, -0.053], [-0.359, 0.356, -0.184], [0.127, -0.055, 0.211], [0.043, -0.081, 0.008], [-0.045, 0.035, 0.000], [0.001, -0.087, -0.071], [-0.120, 0.052, 0.122], [0.156, -0.085, -0.114], [0.019, -0.008, 0.024], [0.004, -0.110, -0.032], [-0.142, -0.018, 0.405], [0.163, -0.145, -0.195], [0.076, 0.020, -0.053], [-0.037, 0.002, 0.052], [0.116, -0.003, 0.000], [-0.110, 0.140, 0.011], [0.118, -0.115, -0.085], [-0.044, 0.033, -0.035], [0.060, 0.098, 0.009], [-0.296, 0.075, -0.262], [0.062, -0.021, 0.134], [0.077, -0.053, 0.017], [-0.053, 0.015, -0.029], [0.092, -0.043, -0.053], [-0.144, -0.093, 0.064], [0.184, 0.050, 0.003], [-0.010, 0.010, 0.032], [-0.030, -0.080, 0.079], [-0.338, 0.211, -0.025], [0.118, -0.118, -0.097], [0.087, 0.005, 0.019], [-0.054, 0.025, -0.013], [0.073, 0.045, 0.071], [-0.019, 0.043, -0.166], [0.083, -0.071, 0.142], [0.033, -0.014, -0.031]]
}


Entry 3:
{
  "formula": "C8H18O3",
  "method": "the ωB97M-V functional and the def2-TZVPD basis",
  "e_homo_ev": -8.62,
  "charge": 0,
  "total_energy_ha": -541.2727,
  "e_above_lowest_kj_mol": 14.0,
  "smiles": "C=C/C=C/C(=C)CC.O.O.O",
  "spin_multiplicity": 1,
  "species": ["C", "C", "C", "C", "C", "C", "C", "C", "H", "H", "H", "H", "H", "H", "H", "H", "H", "H", "H", "H", "O", "H", "H", "O", "H", "H", "O", "H", "H"],
  "positions_angstrom": [[-1.2260, 2.6398, 1.2126], [0.0047, 2.1837, 1.0720], [0.3787, 0.7866, 0.8608], [1.5741, 0.3980, 0.3923], [1.9819, -0.9952, 0.1795], [3.0301, -1.2338, -0.5895], [1.0619, -2.1248, 0.5871], [0.7795, -2.1945, 2.0977], [-1.5131, 3.6707, 1.4281], [-2.1062, 2.0227, 1.3050], [0.8639, 2.8307, 1.2102], [-0.3403, 0.0226, 1.1415], [2.3141, 1.1819, 0.2432], [3.7949, -0.5132, -0.8765], [3.3839, -2.2279, -0.8612], [1.6175, -3.0230, 0.3248], [0.1396, -2.1098, 0.0159], [-0.2419, -1.9284, 2.3411], [1.4390, -1.5488, 2.6946], [0.9478, -3.1930, 2.5114], [-2.0262, 2.6472, -1.7224], [-1.0782, 2.7632, -1.8257], [-2.2484, 2.7450, -0.7873], [-2.7174, 0.1652, -2.8032], [-2.5111, 1.0073, -2.3522], [-2.4102, 0.3246, -3.7019], [-1.5418, -1.8007, -1.1652], [-1.9674, -1.6154, -2.0186], [-1.3836, -0.8808, -0.9140]],
  "forces_ev_per_angstrom": [[-1.088, 0.801, 0.861], [0.784, -0.432, 0.220], [-0.058, -0.422, 0.003], [-0.113, 0.359, 0.935], [-1.107, 0.306, -0.641], [1.978, -0.489, -0.101], [0.777, -0.130, 0.557], [0.309, 0.028, 0.524], [0.706, -0.020, -0.118], [0.025, -0.699, -0.371], [-0.094, 0.400, -0.386], [-0.186, 0.074, -0.198], [0.079, -0.148, -0.321], [-0.602, 0.474, -0.015], [-0.552, -0.099, 0.187], [-0.233, -0.172, -0.218], [0.055, -0.046, -0.049], [-0.218, 0.110, 0.061], [-0.140, 0.042, -0.293], [-0.115, -0.022, -0.277], [-0.490, -0.066, -0.388], [0.060, 0.066, 0.397], [0.460, 0.044, -0.144], [0.133, 0.178, -0.193], [-0.116, -0.074, -0.035], [-0.104, -0.097, -0.027], [-0.173, 0.464, -0.380], [-0.097, -0.276, 0.147], [0.120, -0.155, 0.265]]
}


Entry 4:
{
  "formula": "CH4P2S",
  "method": "the ωB97M-V functional and the def2-TZVPD basis",
  "e_homo_ev": -8.87,
  "charge": 0,
  "total_energy_ha": -1121.2428,
  "e_above_lowest_kj_mol": 390.3,
  "spin_multiplicity": 1,
  "species": ["C", "P", "P", "S", "H", "H", "H", "H"],
  "positions_angstrom": [[-0.9895, 0.6929, 0.3706], [0.9281, 0.7242, 0.0143], [-1.3276, -0.8677, 0.2119], [2.2640, -0.6900, 0.2000], [1.4293, 1.9169, 0.7108], [0.9327, 1.3925, -1.1744], [-2.5901, -1.1504, -0.1845], [-0.6468, -2.0184, -0.1486]],
  "forces_ev_per_angstrom": [[2.965, 0.953, -0.701], [-0.092, 1.695, 2.233], [-0.527, -1.082, -0.197], [-0.677, -0.219, -0.157], [-0.762, -1.021, -0.117], [-0.443, 0.024, -1.197], [-1.217, -0.181, 0.185], [0.753, -0.170, -0.050]]
}